This record from the Open Molecules 2025 dataset describes C36H58EuN5O6S as an isolated structure. The level of theory is ωB97M-V with the def2-TZVPD basis set.

As for the HOMO-LUMO gap (alpha / beta): 7.514 / 7.592 eV. The lowest unoccupied orbital energy (alpha / beta) is -5.721 / -5.643 eV. As for the charge: +2. The multiplicity is 7.

Each line ends with the Löwdin spin population.
Element x y z (Å)
Eu: 1.0195 -1.3992 1.4330  6.05
C: 4.8349 2.1591 -2.7795  0.00
C: 3.4457 2.2361 -2.1523  0.00
C: 3.5276 2.6678 -0.6946  0.00
C: 2.2717 3.3311 -0.1124  0.00
C: 2.3070 3.2732 1.4089  0.00
C: 2.1865 4.7752 -0.5907  0.00
N: 1.0303 2.5333 -0.5575  0.00
C: -0.2146 3.3181 -0.7958  0.00
C: -1.3759 2.4889 -1.3076  0.00
N: -1.6578 1.2955 -0.5382  0.00
C: -1.7972 1.4554 0.8977  0.00
C: -0.8279 0.4508 1.4655  0.00
O: 0.4247 0.7528 1.4184  -0.01
O: -1.1615 -0.7127 1.8034  -0.01
C: -2.6743 0.3838 -1.1195  0.00
C: -3.7262 1.0996 -1.9644  0.00
C: -2.0805 -0.8823 -1.7405  0.00
C: -1.2251 -0.8957 -3.0136  0.00
C: -1.9749 -0.3955 -4.2495  0.00
C: -0.8364 -2.3672 -3.2264  0.00
N: -0.0358 -0.0380 -2.7893  0.00
C: 1.0792 -0.3066 -3.6896  0.00
C: 2.1234 0.7843 -3.6190  0.00
N: 2.6378 0.9935 -2.2603  0.00
C: 3.3302 -0.1817 -1.7302  0.00
C: 2.6306 -0.7340 -0.5101  0.00
O: 2.9243 -0.3023 0.6367  -0.01
O: 1.7193 -1.6336 -0.6354  -0.01
H: 5.2553 3.1618 -2.8595  0.00
H: 4.8093 1.7347 -3.7823  0.00
H: 5.5265 1.5710 -2.1734  0.00
H: 2.8743 2.9880 -2.7070  0.00
H: 4.3249 3.4072 -0.5998  0.00
H: 3.8255 1.8165 -0.0741  0.00
H: 3.1789 3.8206 1.7661  0.00
H: 2.3779 2.2423 1.7601  0.00
H: 1.4202 3.7380 1.8472  0.00
H: 3.0749 5.2938 -0.2325  0.00
H: 1.3200 5.2995 -0.1909  0.00
H: 2.1743 4.8589 -1.6797  0.00
H: 0.8202 1.8477 0.1901  0.00
H: 1.2842 1.9296 -1.3634  0.00
H: -0.0078 4.0798 -1.5424  0.00
H: -0.4477 3.8332 0.1369  0.00
H: -1.1414 2.1593 -2.3212  0.00
H: -2.2261 3.1828 -1.3650  0.00
H: -2.8112 1.2694 1.2566  0.00
H: -1.4929 2.4520 1.2231  0.00
H: -3.2188 -0.0076 -0.2554  0.00
H: -3.3200 1.5715 -2.8561  0.00
H: -4.2427 1.8638 -1.3804  0.00
H: -4.4750 0.3773 -2.2902  0.00
H: -2.9218 -1.5612 -1.9111  0.00
H: -1.4801 -1.3678 -0.9572  0.00
H: -2.9931 -0.7873 -4.2738  0.00
H: -1.4858 -0.7255 -5.1674  0.00
H: -2.0226 0.6924 -4.2729  0.00
H: -1.7292 -2.9938 -3.2676  0.00
H: -0.2033 -2.7239 -2.4069  0.00
H: -0.2995 -2.5104 -4.1640  0.00
H: 0.2823 -0.2048 -1.8392  0.00
H: 0.7175 -0.3168 -4.7202  0.00
H: 1.5379 -1.2885 -3.5139  0.00
H: 1.6638 1.7235 -3.9357  0.00
H: 2.9336 0.5563 -4.3237  0.00
H: 4.3405 0.0767 -1.4130  0.00
H: 3.4027 -0.9691 -2.4823  0.00
C: 3.7631 -2.1324 6.2290  0.00
O: 2.8212 -2.9110 5.4816  0.00
C: 3.0226 -3.0848 4.1698  0.00
C: 4.0813 -2.5393 3.4483  0.00
C: 4.1933 -2.7770 2.0888  0.00
C: 3.2840 -3.6008 1.4325  0.00
C: 2.2266 -4.1426 2.1512  0.00
C: 2.0614 -3.8396 3.4944  0.00
N: 0.9172 -4.3278 4.1866  0.00
C: 0.1104 -3.7223 5.0372  0.00
C: -0.0443 -2.3776 5.4213  0.00
C: -0.7795 -2.1853 6.6281  0.00
C: -0.9023 -0.9534 7.1942  0.00
C: -0.2995 0.1475 6.5516  0.00
C: 0.3742 0.0137 5.3628  0.00
C: 0.4874 -1.2425 4.7431  0.00
O: 1.0289 -1.3528 3.5683  -0.01
H: 3.4067 -2.1467 7.2529  0.00
H: 3.7843 -1.1065 5.8593  0.00
H: 4.7561 -2.5782 6.1769  0.00
H: 4.8134 -1.9221 3.9463  0.00
H: 5.0279 -2.3510 1.5489  0.00
H: 3.4376 -3.8752 0.3981  0.00
H: 1.5574 -4.8509 1.6801  0.00
H: 0.7289 -5.3128 4.0523  0.00
H: -0.5423 -4.4279 5.5428  0.00
H: -1.2164 -3.0515 7.1118  0.00
H: -1.4456 -0.8188 8.1178  0.00
H: -0.3855 1.1291 7.0014  0.00
H: 0.8095 0.8652 4.8567  0.00
C: -2.4619 -3.6052 1.9411  0.00
S: -0.9953 -3.6681 0.9013  0.00
C: -0.8222 -5.4332 0.6485  0.00
H: -3.3385 -3.8928 1.3648  0.00
H: -2.5711 -2.5814 2.2884  0.00
H: -2.3464 -4.2743 2.7935  0.00
H: -0.6845 -5.9578 1.5945  0.00
H: 0.0360 -5.6057 0.0013  0.00
H: -1.7112 -5.8129 0.1491  0.00

---

This record from the Open Molecules 2025 dataset describes a 3-piece molecular cluster, C36H58O11 overall. The level of theory is ωB97M-V with the def2-TZVPD basis set.

As for the HOMO-LUMO gap: 7.902 eV. Its structure (SMILES) is CC(=O)OCCCCCCC1=C(C[C@@H](C)OCc2ccccc2)C(=O)C=CC1=O.COCCOCCOC.COCCOCCOC. The lowest unoccupied orbital energy is -1.213 eV. As for the charge: 0.

Each line ends with the Mulliken charge.
Element x y z (Å)
C: 3.3216 4.5941 0.1338  -1.07
C: 3.1916 3.5410 1.1813  0.75
O: 3.9450 3.4166 2.0984  -0.55
O: 2.0894 2.7534 1.0242  -0.24
C: 2.4396 1.3957 0.6486  -1.12
C: 1.4237 0.4284 1.2031  0.76
C: 0.3857 0.0488 0.1160  -0.05
C: 0.8597 -1.1771 -0.7085  -1.17
C: 0.1000 -2.4668 -0.4091  -0.32
C: 0.5458 -3.2505 0.8282  -0.76
C: 0.1103 -2.6305 2.1134  0.73
C: 0.7793 -2.6693 3.2746  1.01
C: 2.0506 -3.4123 3.5323  -1.89
C: 3.3306 -2.5412 3.5947  1.12
C: 3.9029 -2.5240 5.0099  -1.83
O: 4.3153 -3.1385 2.7528  -0.31
C: 4.6405 -2.4226 1.5900  -0.01
C: 6.0595 -2.6879 1.1597  0.35
C: 6.7979 -3.7578 1.6494  -0.44
C: 8.1024 -3.9508 1.1962  -0.60
C: 8.6672 -3.0871 0.2633  -0.49
C: 7.9345 -2.0042 -0.2150  -0.55
C: 6.6309 -1.8114 0.2337  -0.54
C: 0.2054 -1.9627 4.4448  0.06
O: 0.5262 -2.2522 5.5763  -0.61
C: -0.7658 -0.8812 4.1973  -0.86
C: -1.4310 -0.8623 3.0448  -0.62
C: -1.1868 -1.9556 2.0887  0.69
O: -2.0458 -2.2930 1.2974  -0.63
H: 3.1827 4.1794 -0.8567  0.31
H: 4.2677 5.1063 0.2275  0.36
H: 2.5283 5.3157 0.3147  0.27
H: 2.4704 1.3148 -0.4377  0.36
H: 3.4451 1.2072 1.0158  0.64
H: 1.9160 -0.4897 1.4951  -1.22
H: 0.9492 0.8706 2.0710  0.40
H: 0.3156 0.9097 -0.5434  0.33
H: -0.6057 -0.0930 0.5372  0.31
H: 1.9322 -1.2980 -0.5792  0.38
H: 0.6792 -0.9530 -1.7551  0.63
H: -0.9552 -2.2279 -0.3813  -0.76
H: 0.2399 -3.1285 -1.2596  0.61
H: 1.6315 -3.2585 0.8457  -0.06
H: 0.2345 -4.2890 0.7612  0.51
H: 2.1790 -4.2015 2.8043  0.62
H: 1.9370 -3.8876 4.5012  0.69
H: 3.1248 -1.5119 3.3140  -0.02
H: 4.5357 -1.6541 5.1452  0.40
H: 4.4811 -3.4263 5.1595  0.39
H: 3.0885 -2.4875 5.7255  0.42
H: 4.5433 -1.3496 1.7396  0.23
H: 3.9948 -2.7135 0.7546  0.15
H: 6.3569 -4.4138 2.3787  0.47
H: 8.6772 -4.7778 1.5836  0.39
H: 9.6728 -3.2347 -0.0948  0.38
H: 8.3584 -1.3130 -0.9230  0.40
H: 6.0747 -0.9616 -0.1359  0.37
H: -0.9352 -0.1388 4.9579  0.50
H: -2.1606 -0.1206 2.7707  0.56
C: -4.3638 1.7591 -5.2640  -0.77
O: -3.9298 0.4606 -4.9330  -0.30
C: -2.5530 0.2579 -5.2003  -0.61
C: -1.9686 -0.8027 -4.2922  -0.56
O: -1.6963 -0.3533 -2.9720  -0.02
C: -2.8053 -0.1904 -2.0879  0.43
C: -3.3981 -1.4840 -1.5919  -0.83
O: -4.2609 -2.0585 -2.5622  -0.37
C: -4.4321 -3.4426 -2.3686  -0.80
H: -4.2533 1.9563 -6.3369  0.33
H: -5.4163 1.8321 -4.9983  0.25
H: -3.8078 2.5165 -4.6977  0.31
H: -1.9949 1.1921 -5.0628  0.30
H: -2.4453 -0.0682 -6.2443  0.44
H: -0.9932 -1.0772 -4.7019  0.39
H: -2.5896 -1.7008 -4.2870  0.24
H: -3.5719 0.4486 -2.5266  -0.44
H: -2.3957 0.3347 -1.2221  -0.16
H: -3.9836 -1.2846 -0.6853  0.45
H: -2.5900 -2.1790 -1.3381  0.29
H: -3.4702 -3.9680 -2.4118  0.30
H: -5.0668 -3.8125 -3.1719  0.28
H: -4.9143 -3.6533 -1.4070  0.32
C: -6.4041 5.3908 -1.0145  -0.78
O: -5.2374 4.9024 -0.3934  -0.27
C: -5.5033 3.8508 0.5186  -0.76
C: -4.3057 2.9398 0.6623  -0.42
O: -4.1354 2.0305 -0.4157  -0.24
C: -3.6140 2.5481 -1.6419  0.02
C: -2.1405 2.8743 -1.5933  0.65
O: -1.9343 4.1145 -0.9612  -0.38
C: -0.6361 4.2505 -0.4393  -0.73
H: -7.0963 5.8213 -0.2817  0.33
H: -6.1038 6.1678 -1.7146  0.23
H: -6.9148 4.5963 -1.5717  0.33
H: -6.3633 3.2600 0.1824  0.36
H: -5.7364 4.2893 1.4988  0.42
H: -4.4826 2.3079 1.5362  0.39
H: -3.3953 3.5134 0.8479  0.20
H: -4.1943 3.4040 -1.9901  0.56
H: -3.7449 1.7406 -2.3648  -0.17
H: -1.7464 2.9293 -2.6182  0.37
H: -1.6118 2.0755 -1.0582  -0.44
H: -0.4202 3.4612 0.2892  0.24
H: -0.5816 5.2129 0.0669  0.41
H: 0.1173 4.2226 -1.2367  0.34